{"formula": "C61H49CdFGeN2P3Se", "method": "the ωB97M-V functional and the def2-TZVPD basis", "elements": ["Cd", "Se", "Ge", "P", "P", "P", "F", "N", "N", "C", "C", "C", "C", "C", "C", "C", "C", "C", "C", "C", "C", "C", "C", "C", "C", "C", "C", "C", "C", "C", "C", "C", "C", "C", "C", "C", "C", "C", "C", "C", "C", "C", "C", "C", "C", "C", "C", "C", "C", "C", "C", "C", "C", "C", "C", "C", "C", "C", "C", "C", "C", "C", "C", "C", "C", "C", "C", "C", "C", "C", "H", "H", "H", "H", "H", "H", "H", "H", "H", "H", "H", "H", "H", "H", "H", "H", "H", "H", "H", "H", "H", "H", "H", "H", "H", "H", "H", "H", "H", "H", "H", "H", "H", "H", "H", "H", "H", "H", "H", "H", "H", "H", "H", "H", "H", "H", "H", "H", "H"], "xyz": [[0.018590, -3.157519, -1.924067], [2.123494, -2.759067, -0.848258], [-1.219463, 2.888686, 1.728318], [-2.236022, 0.558196, -0.517998], [-0.689275, -0.452768, 2.446877], [1.043625, 2.679576, -0.836628], [-1.442491, 4.464771, 2.459864], [2.898453, -6.405837, -0.887796], [-1.705996, -3.732885, -2.975048], [-2.540429, -0.004135, -3.328032], [0.578046, -0.485601, 5.088028], [0.690617, -0.602995, 3.690373], [-2.215556, -4.795087, 1.854969], [-4.151271, 1.771815, 4.482285], [3.168753, 2.734561, -2.785260], [-2.146625, 4.705528, -0.261070], [-2.082422, 0.360723, 3.275092], [2.785774, 0.695395, -1.450996], [-3.056963, 4.199530, -2.412522], [-0.444536, -3.339520, 2.529040], [-2.546132, 2.376408, -0.870737], [2.565665, 2.608860, 3.515407], [-6.251165, 0.343089, 0.309198], [-3.343637, 2.331079, 3.539806], [0.569282, 5.015014, -2.635907], [2.956330, -1.205736, 5.154262], [-1.251170, -2.223710, 2.379867], [-3.929157, 0.027261, -0.503339], [-2.536512, -4.409754, -3.433712], [1.076056, 5.472255, -0.326311], [5.426550, -5.832381, -3.396413], [1.650916, 2.749743, 0.854021], [-2.999585, 2.858352, -2.112521], [0.430925, 6.403282, -2.885517], [-4.091389, 0.405504, 4.736303], [0.767977, 6.816082, -0.553248], [-2.260144, 1.710077, 2.945974], [4.060101, -6.609592, -1.574923], [-5.584934, -1.724700, -0.542915], [-2.464274, -2.447301, 1.827279], [0.961979, 4.510374, -1.366403], [4.848217, -7.718396, -1.462112], [-4.952403, 0.825612, 0.088523], [-2.588617, 5.158248, -1.483792], [3.657713, -0.029394, -2.214631], [6.223391, -7.006483, -3.362573], [5.914162, -7.890539, -2.345247], [0.205847, -0.529359, -3.685670], [-2.037684, -0.435236, -4.533136], [0.502827, 7.250172, -1.833196], [1.745841, -0.930314, 5.764109], [-0.854065, -4.554262, 2.235287], [4.241189, 0.571009, -3.351810], [-0.313664, -0.117568, -2.443408], [1.196755, 2.646111, 3.244626], [-3.041714, -0.279681, 4.091386], [2.979639, 2.782314, 1.105055], [3.044746, -1.283758, 3.818052], [-3.005744, -3.712409, 1.647661], [4.321840, -5.656676, -2.600815], [4.052875, 1.949817, -3.567672], [-6.555003, -0.978690, 0.064288], [2.585901, 2.034869, -1.709236], [1.894046, -0.884963, 3.080063], [-0.689889, -0.644970, -4.730684], [0.725130, 2.740107, 1.913969], [-1.655073, 0.104972, -2.200964], [3.462428, 2.706702, 2.438822], [-2.099511, 3.304790, 0.066686], [-4.309132, -1.270504, -0.846053], [4.535420, -8.512690, -0.729599], [2.585604, -5.405273, -0.915795], [4.482793, 2.482685, -4.362979], [-2.848565, -0.611524, -5.234893], [0.325305, -0.032434, -1.579674], [-4.629770, 1.826381, 0.265774], [3.717477, 2.893190, 0.302298], [3.881860, -1.023881, -1.975099], [6.614060, -8.745940, -2.228305], [3.718333, -4.764007, -2.682776], [0.534776, 4.364760, -3.504580], [-3.568728, 0.084442, -3.282458], [3.945482, -1.492190, 3.202910], [0.616757, -3.237491, 2.709737], [0.310548, 8.292701, -2.017552], [0.913200, 7.491297, 0.273493], [-4.742043, 2.431958, 5.082487], [1.840513, -0.852931, 6.837783], [-5.800235, -2.765288, -0.769890], [-6.936443, 0.966543, 0.882188], [5.649819, -5.211105, -4.220156], [1.910624, -1.065960, 2.006200], [-3.350603, 2.179665, -2.907689], [-2.850918, -1.354294, 4.306247], [-4.681255, 0.027850, 5.561546], [2.073065, 0.135157, -0.787228], [-0.237234, -0.379295, 5.651501], [0.293831, 6.725449, -3.929040], [3.177699, 3.799951, -2.784971], [-2.606150, -5.814679, 1.728255], [1.217648, -0.711110, -3.839545], [2.894098, -6.759206, 0.098405], [-0.263971, -5.459096, 2.354683], [7.199907, -6.996998, -3.855634], [-1.869476, 5.416326, 0.492759], [0.478911, 2.535214, 3.998669], [2.902469, 2.223551, 4.488422], [4.880424, -0.123135, -4.031156], [3.724259, -1.412955, 5.893949], [-3.458719, 3.399224, 3.431233], [-4.003092, -3.767249, 1.315626], [-3.027851, -1.585670, 1.592447], [1.283046, 5.078121, 0.703783], [-7.489208, -1.431808, 0.487434], [4.485744, 2.633393, 2.574690], [-2.692758, 6.212372, -1.672146], [-3.554910, -1.887059, -1.450668], [-0.334026, -0.990939, -5.679388], [-3.331725, 4.544864, -3.376191]], "forces_ev_per_a": [[0.1436, -0.0744, 0.0503], [-0.4323, -0.3929, 0.1206], [0.0937, -1.0049, 0.3461], [0.6741, 1.4616, -0.8444], [0.9811, -0.8735, 0.1646], [0.5366, 0.6970, -1.8391], [-0.0756, 0.4971, 0.6655], [-0.9614, 0.6043, 2.3049], [0.3201, 0.1638, 0.3181], [2.9930, -0.8619, 1.1207], [5.3299, -2.6234, -1.8293], [-1.5741, 0.8057, 0.0264], [1.1380, -0.7434, 0.3763], [-0.3701, -1.0304, 0.4062], [1.5569, -2.8214, 1.4847], [-0.2761, -0.9987, 0.3720], [-0.7363, -0.1174, 0.0415], [-1.2057, -0.5739, 0.3328], [1.1362, 0.7508, 1.2093], [2.6575, 2.1149, 0.4463], [0.7181, 0.1558, -0.0549], [0.2254, -1.0200, -0.6605], [0.8670, 0.9901, 1.1054], [0.5978, 1.7986, 0.0564], [1.0725, -0.0045, 0.0887], [0.0536, -0.6153, 2.0920], [0.9204, 0.8825, -0.3099], [-2.5067, -0.4338, 0.5276], [-0.2345, -0.0434, -0.1211], [-0.5476, -0.9176, 0.2117], [0.0524, -1.5723, -0.6302], [-1.5425, 0.4663, 0.1666], [-0.6492, -0.6037, -0.4978], [0.0577, -2.5379, -0.8511], [1.4800, 0.5880, -0.2472], [1.0433, -1.0745, 0.5079], [-0.2089, -0.1386, -0.1768], [-0.6802, 1.4553, -1.5006], [0.4532, -1.9117, -0.7110], [-1.0356, 0.2142, 0.2108], [-0.3997, 0.7133, 0.5800], [0.1113, -1.5976, 0.4873], [0.6121, -0.9569, -1.0177], [-0.8713, -1.2469, 0.0305], [0.9440, 1.2193, -1.5555], [-0.2720, 1.3381, 1.5266], [1.3869, -1.2386, 0.0094], [-2.4104, 1.0644, 0.4694], [-1.2851, 0.4374, 0.1894], [-0.3513, 1.6025, 0.4565], [-0.9776, 1.9537, 0.2514], [-2.9526, -4.0218, -0.5495], [0.8145, -0.6253, -0.1223], [0.4760, -0.4268, 0.5294], [0.6473, 0.2928, -2.0505], [0.3001, -0.8513, 0.7103], [2.3077, 0.3573, 1.6953], [-0.1770, 1.1176, -3.1679], [0.4487, 0.5641, -0.1431], [1.0247, -0.3957, 0.3292], [-1.2272, -0.1678, 0.6322], [-0.8273, 0.0867, 0.9492], [-2.2000, 1.4890, -0.2703], [0.9992, -1.6054, 0.1993], [0.4295, -0.5297, -0.1390], [0.3603, -0.2814, 0.6735], [-1.4448, -0.0314, -1.5140], [-2.5976, -0.0515, -0.6900], [-0.0516, 1.2202, -1.0761], [1.2739, -0.2762, -1.1959], [0.6467, 0.8500, -0.7318], [0.2093, -1.0069, 0.1955], [0.9122, 0.2149, -1.1922], [0.7049, -0.0960, -0.6586], [0.2711, -0.1283, -0.0957], [-0.4757, 0.7343, 0.5529], [-0.3884, -0.2502, 0.2743], [-0.0361, -1.3250, 0.1329], [-0.7648, 0.4029, 0.1042], [-0.1740, -0.0069, 0.0519], [-0.2064, -0.2287, 0.1930], [-1.9410, 0.3056, 0.5796], [-0.5487, -0.0669, 0.8770], [0.0729, 0.2831, 0.4719], [0.0996, 0.4006, 0.0996], [-0.3189, 0.3261, 0.0493], [-0.6932, 0.1125, 0.0715], [-0.5963, -0.1554, 0.2864], [0.0084, 0.0278, -0.0678], [-0.0084, 0.0266, -0.3767], [0.0296, 1.2667, -0.5123], [0.0353, 0.4102, -0.0442], [0.3117, 0.2620, 0.6946], [-0.3799, 0.8423, -0.1563], [-0.0321, -0.5632, -0.3224], [1.2599, 0.5961, -0.1290], [-3.4683, 0.8739, 1.6044], [-0.1263, -0.0100, 0.6944], [-0.3904, 0.5736, -0.5633], [0.3399, 0.4913, -0.0056], [1.6782, -0.2661, 0.0162], [-0.0340, 0.4490, -1.4373], [0.4027, 0.4140, -0.0571], [-0.5766, -0.4286, -0.1784], [0.2458, 0.1728, 0.1762], [-0.7927, -0.0988, 1.2492], [-0.0316, 0.7647, -0.2687], [-1.0646, 1.6853, 1.1542], [0.4844, -0.1642, -0.6277], [0.0223, 0.2456, -0.3553], [-1.0833, -0.3007, -0.4192], [-0.9908, 0.6704, -0.2805], [-0.0404, 0.8298, -1.0744], [0.8842, 0.4721, -0.8749], [1.8803, -0.0513, 0.4460], [0.2348, 0.2126, -0.1605], [-1.3325, 0.4849, 1.1743], [0.1096, -0.1161, -0.4605], [-0.5046, 0.0524, -0.8056]], "mulliken_charge": [0.68, -0.90, 1.88, 3.03, 1.61, 1.87, -0.53, -0.53, 0.16, -0.65, -1.23, 1.01, -0.57, -0.74, -0.97, -0.83, -0.12, 0.81, -0.93, -0.80, -0.40, -0.84, -0.60, -1.10, -0.06, -0.54, 0.44, 0.12, -0.69, -0.44, -0.41, -0.46, -0.32, -0.76, -0.97, -0.78, -0.06, 0.88, -0.41, -0.20, 0.05, -0.56, -1.05, -0.74, -0.75, -0.76, -0.12, -0.78, -0.90, -0.49, -0.63, -0.74, -0.73, -0.01, -0.25, 0.27, -0.43, -0.78, -1.07, -0.47, -0.59, -0.63, 0.42, -0.22, -0.85, 0.40, -0.12, -1.04, 0.12, -0.50, 0.23, 0.05, 0.49, 0.37, 0.32, 0.46, 0.49, 0.59, 0.27, 0.28, 0.48, 0.51, 0.43, 0.29, 0.35, 0.48, 0.46, 0.32, 0.48, 0.35, 0.38, 0.18, 0.21, 0.34, 0.38, -0.60, 0.70, 0.38, 0.50, 0.35, 0.83, 0.24, 0.38, 0.31, 0.44, 0.60, 0.32, 0.23, 0.36, 0.41, 0.55, 0.76, 0.18, 0.29, 0.49, 0.42, 0.12, 0.39, 0.46], "molar_mass_g_mol": 1185.98, "e_homo_ev": -4.54, "total_charge": -1}